Record 1
27
Properties=species:S:1:pos:R:3:nbo_charge:R:1 method="wB97M-V/def2-TZVPD" e_above_lowest_kcal_mol=55.4 charge=-1 spin_multiplicity=2 homo_lumo_gap_ev="4.08 / 3.83"
C -1.2546 0.5329 -1.5277 -0.4815
C 0.1270 0.2977 -1.7309 -0.4492
C 0.8554 1.3162 -0.9888 -0.3558
C -0.0626 2.2128 -0.4429 -0.3407
C -1.4995 1.7354 -0.6027 -0.0924
Ti -0.2485 -0.1159 0.3072 1.0067
N -2.0530 1.1677 0.6683 -1.0822
C 1.6925 -2.0545 -0.1831 -0.4415
C 2.7740 -1.2533 -0.4804 -0.3691
H 1.9505 1.3541 -0.9485 0.2116
H 0.6235 -0.4832 -2.2859 0.2007
H 0.1867 3.1790 0.0066 0.1961
H -2.2416 2.5071 -0.9608 0.1297
H -2.0575 -0.0111 -1.9931 0.2070
H 2.6993 -0.7241 -1.4564 0.2039
H 1.6657 -2.8240 0.5783 0.2121
H -2.8425 1.4549 1.2752 0.3422
H 3.7371 -1.3843 0.0023 0.1958
H 0.8488 -2.1436 -0.9070 0.2155
C -0.8135 -0.7054 3.9405 -0.8459
S 0.2719 -1.1767 2.5814 2.2972
O 0.7213 0.2012 1.9349 -0.8885
O 1.3099 -2.0994 2.9268 -0.9133
O -0.6925 -1.6507 1.4370 -0.9079
H -0.1917 -0.2873 4.7332 0.2364
H -1.2399 -1.6539 4.2628 0.2320
H -1.5720 0.0038 3.6042 0.2809

***

Record 2
10
Properties=species:S:1:pos:R:3:nbo_charge:R:1 method="wB97M-V/def2-TZVPD" e_above_lowest_kcal_mol=89.5 charge=0 homo_lumo_gap_ev="6.65 / 8.87"
C 0.5330 -0.6016 0.9396 -0.1435
C 0.4282 0.8491 0.9716 -0.7361
C -1.7438 -1.7586 -1.0966 -0.3789
S 0.6257 -1.8796 1.8018 0.1789
Cl -1.3335 -3.3026 -0.5029 0.0092
H 0.6128 1.1093 -0.1107 0.2434
H -0.5136 0.9256 1.3667 0.2541
H 1.1495 1.2390 1.6427 0.2297
H -1.3980 -1.6613 -2.1086 0.1745
H -2.7457 -1.5256 -0.9425 0.1686

***

Record 3
99
Properties=species:S:1:pos:R:3:mulliken_charge:R:1 method="wB97M-V/def2-TZVPD" e_above_lowest_kcal_mol=4.9 charge=0 homo_lumo_gap_ev=10.58
O -8.4498 -1.4473 21.0883 -0.6404
H -8.7689 -0.5530 21.3122 0.3279
H -8.7881 -1.8419 20.2686 0.3072
O -9.7491 -0.2567 18.0856 -0.5214
H -9.2751 0.4927 18.5353 0.2583
H -9.4219 -0.3058 17.1674 0.1826
O -4.8936 5.8396 16.9084 -0.6335
H -4.7681 5.2877 16.1160 0.3988
H -4.4122 6.6628 16.8170 0.2510
O -5.2432 4.5348 19.2518 -0.9167
H -4.8921 4.8204 18.4135 0.2526
H -4.4732 3.9743 19.5188 0.5364
O -4.2457 -1.3313 15.0797 -0.7443
H -3.7382 -0.4886 15.0088 0.4891
H -4.8838 -1.1974 15.7268 0.2859
O -9.0075 5.0308 20.6557 -0.7254
H -9.4737 5.7225 20.1607 0.3009
H -8.7511 4.3364 20.0279 0.3622
O -9.1036 0.7761 15.6679 -0.5038
H -9.5999 0.7929 14.9009 0.2162
H -8.6803 1.6558 15.7362 0.2874
O -5.8429 -1.2252 21.4967 -0.8002
H -5.9597 -0.5572 20.7737 0.1982
H -6.8060 -1.4469 21.4979 0.5017
O -2.9944 3.3846 20.0126 -0.7476
H -3.1453 2.6973 20.6855 0.3712
H -2.3459 4.0422 20.3694 0.2657
O -8.3058 3.8229 15.5483 -0.6709
H -8.0433 3.7378 16.4843 0.3654
H -9.0384 4.4545 15.5612 0.2892
O -1.5530 1.5062 18.1886 -0.6638
H -1.2456 0.7703 18.7637 0.3492
H -2.0333 2.1721 18.7151 0.3168
O -3.7763 -1.4654 19.0974 -0.5965
H -4.3571 -2.0913 19.6301 0.2517
H -3.3567 -1.7901 18.2472 0.3366
O -8.2511 -4.9938 16.5370 -0.6042
H -8.2699 -4.3072 15.8524 0.3719
H -8.0553 -5.8070 16.0679 0.2844
O -1.3817 -0.6569 20.1053 -0.6810
H -2.1979 -1.2332 20.0528 0.3904
H -0.5986 -1.2026 20.2656 0.2437
O -2.4933 -2.5300 16.8922 -0.7339
H -3.1812 -2.4747 16.1763 0.3703
H -1.7431 -2.0610 16.4383 0.2964
O -10.8445 -1.5366 14.3356 -0.6199
H -11.3758 -1.5055 13.5140 0.2566
H -11.4190 -1.7708 15.0725 0.3353
O -2.4773 0.5990 15.6540 -0.5219
H -2.1087 1.3380 15.1295 0.2890
H -2.0776 0.6947 16.5190 0.2778
O -9.1635 1.4082 20.7630 -0.5869
H -8.4293 2.0244 20.8782 0.3012
H -9.9308 1.8206 21.1873 0.2480
O -5.8934 -3.6987 18.3481 -0.6511
H -5.8260 -4.6183 18.0070 0.2963
H -6.3227 -3.1779 17.6603 0.3390
O -2.4479 3.2131 14.3954 -0.6099
H -2.0270 3.5481 13.6438 0.2580
H -3.3758 3.5720 14.3971 0.3349
O -5.2720 3.7973 15.1424 -0.7356
H -5.3690 3.3065 16.0041 0.3610
H -6.2129 3.9936 14.9853 0.3683
O -8.2026 -2.9724 14.5967 -0.7039
H -9.1143 -2.5473 14.5317 0.3717
H -7.6218 -2.2415 14.2701 0.3259
O -3.0436 1.4793 21.6840 -0.7220
H -3.7074 1.0195 22.2483 0.2781
H -2.4596 0.8037 21.3210 0.3477
O -7.6293 3.1328 18.3612 -0.4713
H -7.2602 2.3251 18.7582 -0.0369
H -6.8226 3.6937 18.5027 0.4721
O -4.8453 0.2454 23.5735 -0.6599
H -5.2148 -0.4490 22.9837 0.4958
H -4.6571 -0.2111 24.3688 0.2627
O -4.7591 1.9828 16.8759 -0.2000
H -3.8302 1.8276 16.5977 0.1908
H -4.8714 1.6867 17.8334 0.0774
O -6.4086 4.9864 21.6531 -0.7886
H -7.2725 5.1016 21.2731 0.3946
H -5.8498 5.0837 20.8788 0.4032
O -6.7097 -1.5775 16.8630 0.1287
H -7.2486 -0.8394 17.2190 -0.0781
H -7.2707 -1.9415 16.1409 0.2536
O -11.5250 -2.7237 17.1089 -0.6337
H -10.7506 -2.4511 17.6043 0.2814
H -11.3666 -3.6544 16.9381 0.3205
O -6.3477 2.3374 21.6443 -0.4765
H -6.1830 1.8137 22.4306 0.2260
H -6.2618 3.2922 21.8029 0.3265
O -7.0688 -0.5484 13.9693 -0.6865
H -6.1844 -0.1236 13.8288 0.3276
H -7.4863 0.0438 14.6310 0.2780
O -8.5723 -3.5233 19.2368 -0.6759
H -7.6033 -3.6699 19.0837 0.3789
H -8.9877 -4.0256 18.5363 0.2368
O -5.6744 0.8696 19.4775 0.3508
H -5.4725 1.4761 20.2033 -0.0692
H -4.9194 0.2839 19.3899 0.0583